The following is a DFT calculation (wB97M-V/def2-TZVPD) of a 6-piece molecular cluster, C35H73O11P2S6 overall.

Properties
* F_max: 1.8 eV Å⁻¹
* frontier orbital gap: 0.1784 Ha
* total charge: -1
* LUMO energy: 1.748 eV
* highest occupied orbital energy: -3.10 eV
* E_tot: -5276.6923 a.u.
* molar mass: 924.3 g mol⁻¹

Last column: Löwdin charge in e.
Positions of all 127 atoms, in Å:
C -0.0493 2.4637 3.8430  0.0705
C 0.2609 2.6240 2.6801  -0.2114
C 0.4549 2.6531 1.2475  -0.3848
P -0.3067 1.1466 0.2704  0.3772
C -1.8885 1.0875 1.3580  -0.3405
C -3.0250 0.2849 0.7082  -0.2597
C -2.7877 -1.2475 0.7362  -0.2130
C -2.9363 -1.8365 -0.6689  -0.2287
C -3.1567 -3.3683 -0.6594  -0.2047
C -1.8102 -4.0899 -0.4533  -0.2208
C -1.5703 -4.5560 0.9796  -0.2707
C -0.2902 -5.3938 1.0401  -0.1151
C 0.6321 -0.1577 1.3576  -0.5995
S 2.4501 -0.0027 1.1452  0.7740
C 2.8239 -1.1745 -0.1777  -0.5747
C 3.0516 -2.6078 0.3600  -0.1713
P -1.1914 2.5971 -1.2369  0.7441
C -1.3760 1.5469 -2.7616  -0.3520
O -2.7720 3.0943 -0.8355  -0.4116
H -0.3758 2.3075 4.8353  -0.0187
H -0.0208 3.5594 0.8773  0.0277
H 1.5064 2.7677 0.9961  0.0515
H -0.8482 0.0409 -0.5428  -0.0308
H 0.8687 1.1541 -0.6134  -0.0268
H -1.7119 0.5851 2.3149  0.0457
H -2.2448 2.0768 1.6395  0.0656
H -3.9167 0.4728 1.3103  0.0964
H -3.2344 0.6292 -0.3014  0.0721
H -3.5946 -1.7002 1.3188  0.1005
H -1.8395 -1.5121 1.1932  0.0768
H -3.7311 -1.3463 -1.2288  0.1028
H -2.0234 -1.6762 -1.2383  0.0801
H -3.6304 -3.6575 -1.5966  0.0911
H -3.8473 -3.6509 0.1369  0.0968
H -0.9659 -3.4875 -0.7805  0.1088
H -1.8253 -4.9913 -1.0731  0.1020
H -2.4065 -5.1402 1.3588  0.1030
H -1.4229 -3.7024 1.6406  0.0899
H -0.1467 -5.7526 2.0600  0.0644
H 0.5825 -4.8102 0.7596  0.0547
H -0.3572 -6.2689 0.3979  0.0659
H 0.4359 -0.1172 2.4260  -0.0039
H 0.4021 -1.1491 0.9640  0.0125
H 2.0173 -1.2406 -0.9064  0.0619
H 3.6897 -0.8576 -0.7540  0.0437
H 3.8689 -2.5528 1.0757  0.0434
H 3.3704 -3.2851 -0.4336  0.0614
H 2.1348 -2.9325 0.8364  0.0394
H -0.3533 1.3192 -3.0592  -0.0096
H -1.8391 0.6107 -2.4381  -0.0019
H -1.9175 2.0553 -3.5484  0.0141
H -2.7451 4.0380 -0.6938  -0.0050
C 3.3428 -0.5820 -6.5278  -0.2286
C 1.9452 -1.2102 -6.6160  -0.2135
C 1.1800 -0.8109 -5.3494  -0.2134
S 1.8659 0.7609 -4.8214  0.6482
O 2.5259 0.5766 -3.5556  -0.3167
O 0.9049 1.8089 -5.0335  -0.3197
C 3.1199 0.8645 -6.0995  -0.2344
H 3.8755 -0.6397 -7.4774  0.1086
H 3.9368 -1.1063 -5.7751  0.1144
H 1.4253 -0.8237 -7.4952  0.1081
H 1.9955 -2.2940 -6.7171  0.1128
H 0.1179 -0.6847 -5.5355  0.0430
H 1.3330 -1.5288 -4.5451  0.1116
H 4.0117 1.3408 -5.6985  0.1028
H 2.7104 1.4593 -6.9158  0.1033
C -4.9587 -0.5009 -6.3596  -0.2192
C -4.6323 0.5874 -7.3908  -0.2149
C -3.1619 0.9779 -7.1953  -0.2086
S -2.3434 -0.4740 -6.5278  0.6703
O -1.9004 -0.1798 -5.1955  -0.3073
O -1.4478 -1.0219 -7.5210  -0.3244
C -3.8065 -1.4984 -6.4276  -0.2254
H -5.9142 -0.9813 -6.5660  0.1131
H -5.0108 -0.0602 -5.3617  0.1232
H -4.7778 0.1897 -8.3980  0.1135
H -5.2844 1.4531 -7.2839  0.1131
H -2.6845 1.2550 -8.1316  0.1021
H -3.0510 1.7821 -6.4699  0.1095
H -3.7400 -2.1442 -5.5549  0.1090
H -3.8542 -2.0978 -7.3369  0.1050
C -0.7376 5.2365 5.8008  -0.2289
C -1.4421 5.8822 4.6049  -0.2078
C -2.7231 6.5442 5.1306  -0.2199
S -2.3970 6.9801 6.8426  0.6596
O -3.2627 6.2003 7.6933  -0.3304
O -2.3159 8.4163 6.9696  -0.3432
C -0.7508 6.2847 6.9101  -0.2327
H 0.2757 4.9287 5.5513  0.1120
H -1.2905 4.3495 6.1178  0.1151
H -0.7903 6.6395 4.1634  0.1175
H -1.6653 5.1510 3.8294  0.1100
H -2.9741 7.4461 4.5776  0.0981
H -3.5655 5.8551 5.1185  0.1039
H -0.5685 5.8725 7.9000  0.1052
H -0.0446 7.0884 6.7020  0.1043
C 7.5693 -0.4547 -0.7556  -0.2177
C 7.2766 -1.7458 -1.5266  -0.2151
C 7.8130 -2.9132 -0.6914  -0.2219
S 7.7499 -2.3732 1.0236  0.6562
O 9.0990 -2.2844 1.5273  -0.3294
O 6.7325 -3.1126 1.7223  -0.3232
C 7.1482 -0.7284 0.6846  -0.2221
H 7.0317 0.3946 -1.1746  0.1178
H 8.6385 -0.2312 -0.7946  0.1161
H 6.1973 -1.8529 -1.6547  0.1105
H 7.7244 -1.7344 -2.5200  0.1110
H 7.2032 -3.8062 -0.8043  0.1002
H 8.8507 -3.1396 -0.9299  0.0996
H 7.5725 -0.0254 1.3971  0.1101
H 6.0617 -0.7523 0.7814  0.1006
C -2.7748 -1.9643 6.1531  -0.2223
C -1.4074 -2.3401 5.5664  -0.2082
C -0.7463 -1.0462 5.0747  -0.2070
S -1.4092 0.2713 6.0973  0.6440
O -2.2027 1.1456 5.2781  -0.3248
O -0.3780 0.7770 6.9700  -0.3271
C -2.5267 -0.7532 7.0487  -0.2334
H -3.2173 -2.7889 6.7114  0.1103
H -3.4604 -1.6962 5.3460  0.1189
H -0.7916 -2.7965 6.3449  0.1144
H -1.4999 -3.0631 4.7569  0.1091
H 0.3347 -1.0715 5.1853  0.1112
H -1.0073 -0.8254 4.0399  0.0827
H -3.4292 -0.1924 7.2802  0.1052
H -2.0144 -1.0374 7.9679  0.1037